# C74H144N6O21

A 11-piece molecular cluster, C74H144N6O21 overall (wB97M-V/def2-TZVPD, the OMol25 dataset).

Multiplicity: 1
Relative energy (zero: lowest compared OMol25 entry of this formula, charge and spin): 0.0 kcal/mol
Maximum force: 2.2 eV Å⁻¹
Electronic energy: -4814.44740 a.u.
HOMO-LUMO gap: 0.288 hartree

Atoms and positions in Å:
C  -3.05426  -4.61061  4.13292
C  -2.57442  -5.62889  3.11151
C  -2.03797  -6.92645  3.77210
O  -2.72437  -7.97353  3.09602
C  -3.65876  -7.46664  2.25341
O  -4.30940  -8.11618  1.50987
O  -3.67517  -6.12345  2.33632
H  -3.23359  -3.66345  3.62558
H  -2.23632  -4.49675  4.84571
H  -3.96273  -4.96907  4.61239
H  -1.79884  -5.19583  2.47877
H  -2.24878  -6.92909  4.84288
H  -0.96611  -7.05388  3.63827
C  2.75197  -3.31364  -1.89867
C  4.02790  -3.16441  -1.10799
C  4.28467  -1.72336  -0.62441
O  4.49076  -1.85212  0.78652
C  4.19342  -3.11326  1.17838
O  4.23051  -3.48542  2.30655
O  3.86580  -3.88473  0.12759
H  2.45556  -4.36647  -1.92211
H  2.81047  -3.03810  -2.95195
H  1.93829  -2.80059  -1.38236
H  4.88794  -3.49999  -1.68883
H  3.44571  -1.05399  -0.79541
H  5.18392  -1.33700  -1.10343
C  2.14295  -6.49202  1.76760
C  1.37171  -6.89339  0.53213
C  0.01380  -7.56334  0.79167
O  -0.93814  -6.76136  0.10063
C  -0.32162  -5.68654  -0.43236
O  -0.87671  -4.83399  -1.05814
O  0.98694  -5.67435  -0.15419
H  3.14059  -6.14296  1.50311
H  2.28911  -7.35383  2.42330
H  1.63070  -5.68747  2.29509
H  2.00523  -7.48950  -0.12374
H  -0.18007  -7.64978  1.85717
H  0.05454  -8.56694  0.36952
C  1.77235  0.81274  6.66209
C  1.31588  -0.22549  5.63729
C  2.39776  -1.23863  5.25511
O  1.71670  -2.51475  5.30343
C  0.46296  -2.33618  5.73292
O  -0.40358  -3.14624  5.73548
O  0.26235  -1.05023  6.11815
H  0.93082  1.11168  7.28911
H  2.04115  1.68040  6.06383
H  2.60512  0.51148  7.29004
H  0.96402  0.37047  4.79139
H  3.24487  -1.26459  5.93988
H  2.80839  -1.14928  4.24803
C  -1.64634  -1.15472  -5.59545
C  -2.02861  -2.58045  -5.31458
C  -2.44736  -2.96106  -3.87650
O  -3.27701  -4.09260  -4.13497
C  -3.67922  -4.08139  -5.43423
O  -4.36636  -4.90351  -5.93446
O  -3.20649  -2.96554  -6.04767
H  -1.55798  -0.90091  -6.64851
H  -0.71578  -0.94708  -5.06482
H  -2.40425  -0.49360  -5.16984
H  -1.19548  -3.23699  -5.59059
H  -2.88619  -2.25533  -3.17437
H  -1.48516  -3.26491  -3.45035
C  -1.36146  0.66097  -0.80975
C  -0.14224  -0.26554  -0.90533
C  1.06882  0.62191  -0.64178
C  1.38760  0.87089  0.83649
C  1.33920  -0.46914  1.56116
C  0.07226  -1.30736  1.37379
N  -0.16471  -1.45919  -0.06106
O  -1.35817  -2.19217  -0.31049
C  0.41440  -2.68939  1.93750
C  -1.10723  -0.74818  2.17140
C  -0.01225  -0.75149  -2.35331
H  -2.29058  0.09421  -0.87745
H  -1.30108  1.39152  -1.61401
H  -1.40788  1.18839  0.14326
H  1.96891  0.14820  -1.04884
H  0.91992  1.51206  -1.25792
H  0.69054  1.57224  1.30378
H  2.38466  1.31710  0.84519
H  1.45094  -0.26467  2.63264
H  2.19965  -1.08813  1.28621
H  1.13054  -3.19106  1.27258
H  0.97758  -2.61028  2.87209
H  -0.44706  -3.34227  2.06540
H  -2.04132  -1.23792  1.87934
H  -0.99546  -0.94320  3.24157
H  -1.25120  0.32430  2.02615
H  -1.04248  -0.90094  -2.71297
H  0.37035  -1.76655  -2.43229
H  0.38709  -0.01632  -3.05245
H  -1.03684  -2.99827  -0.75775
C  0.79628  3.57537  -7.76775
C  0.40156  3.17276  -6.32738
C  1.16711  4.11456  -5.40480
C  0.63033  4.03205  -3.99640
C  -0.83048  4.41476  -3.89167
C  -1.70350  3.56845  -4.84174
N  -1.01221  3.38525  -6.11295
O  -1.82141  2.64827  -7.01308
C  -2.08677  2.24370  -4.17059
C  -2.97187  4.37478  -5.13695
C  0.88431  1.72134  -6.16134
H  0.55832  4.62622  -7.96630
H  0.25226  2.99953  -8.51699
H  1.87689  3.48327  -7.85790
H  2.23210  3.86561  -5.32738
H  1.16768  5.13812  -5.79073
H  1.24095  4.56916  -3.26346
H  0.72429  2.99496  -3.63837
H  -0.97527  5.46784  -4.13971
H  -1.10433  4.26071  -2.84651
H  -1.21081  1.58940  -4.16295
H  -2.36385  2.45322  -3.13886
H  -2.86082  1.73751  -4.74373
H  -3.51761  4.48827  -4.19922
H  -2.75627  5.32460  -5.62656
H  -3.58489  3.84080  -5.86495
H  0.30280  1.05339  -6.79975
H  0.73882  1.34511  -5.14098
H  1.94712  1.59080  -6.36868
H  -1.83739  3.18249  -7.81406
C  6.58880  4.85615  -0.44616
C  6.56683  4.15766  -1.78693
C  7.76203  3.19768  -1.83876
C  7.71892  2.14667  -2.94855
C  6.36610  1.44504  -2.90389
C  5.15414  2.37759  -2.95892
N  5.33021  3.37853  -1.93727
O  4.17867  4.22008  -1.83819
C  5.02071  2.93625  -4.39264
C  3.90116  1.55606  -2.71373
C  6.71665  5.16224  -2.94764
H  7.47693  5.46382  -0.28640
H  6.52100  4.11148  0.35135
H  5.71595  5.49929  -0.30119
H  8.67057  3.80269  -1.94868
H  7.89974  2.71114  -0.86873
H  8.47361  1.40110  -2.68018
H  8.01826  2.54231  -3.91811
H  6.33121  0.79743  -2.02566
H  6.30029  0.83763  -3.81548
H  4.68156  2.09870  -5.00998
H  4.25310  3.71205  -4.43893
H  5.91495  3.34760  -4.85954
H  3.72325  1.50102  -1.63288
H  3.01124  2.10113  -3.04650
H  3.91687  0.57783  -3.18680
H  7.21834  4.73054  -3.81183
H  7.30249  6.03989  -2.65223
H  5.75897  5.58247  -3.26037
H  3.94366  4.11906  -0.91042
C  -7.15189  4.26824  2.27891
C  -5.73110  4.64357  2.71131
C  -5.23064  3.56035  3.70471
C  -4.65511  2.29427  3.04987
C  -3.69234  2.63514  1.93646
C  -4.22793  3.60076  0.88676
N  -4.79666  4.74626  1.59760
O  -5.15002  5.80718  0.73639
C  -3.06083  4.08553  0.05417
C  -5.25297  2.89710  -0.02186
C  -5.69963  5.96827  3.46088
H  -7.19561  3.36786  1.66799
H  -7.48922  5.02714  1.55645
H  -7.85588  4.25620  3.10777
H  -4.47054  3.98369  4.36382
H  -6.09669  3.21747  4.27203
H  -5.46678  1.66679  2.66309
H  -4.14849  1.72253  3.83054
H  -3.27228  1.75451  1.43294
H  -2.77473  3.04777  2.38853
H  -3.36231  4.79273  -0.72435
H  -2.25648  4.56865  0.61171
H  -2.63355  3.24669  -0.50359
H  -6.03059  3.59808  -0.34307
H  -4.80707  2.58649  -0.97179
H  -5.76464  2.05876  0.44137
H  -6.30266  5.92232  4.37195
H  -6.15081  6.75305  2.84882
H  -4.68523  6.24979  3.73733
H  -4.41825  6.42735  0.81295
C  6.31518  -1.18314  4.93939
C  6.41081  0.18295  4.23725
C  6.61844  -0.11876  2.74092
C  6.42246  1.08764  1.85022
C  5.04199  1.64188  2.15126
C  4.81848  2.06089  3.59871
N  5.15417  0.90172  4.41783
O  4.85247  1.10168  5.78898
C  5.62856  3.33535  3.88728
C  3.34345  2.38126  3.76533
C  7.65678  0.91443  4.75500
H  5.43531  -1.68529  4.53770
H  6.20976  -1.05771  6.01546
H  7.22429  -1.73313  4.70577
H  7.60095  -0.58858  2.62928
H  5.91899  -0.91718  2.48166
H  6.48700  0.84173  0.78934
H  7.19165  1.84268  2.03968
H  4.29919  0.87034  1.88531
H  4.76706  2.40135  1.40693
H  5.27079  4.14797  3.25468
H  5.55636  3.62073  4.94424
H  6.70431  3.27645  3.72390
H  3.17357  2.89705  4.71383
H  2.93136  2.99125  2.96334
H  2.78773  1.44230  3.83335
H  7.48748  1.43888  5.70882
H  8.00412  1.73846  4.12804
H  8.50788  0.25459  4.91852
H  5.54077  1.71310  6.09728
C  -9.31061  -3.64733  0.24189
C  -7.95917  -3.00776  0.52482
C  -7.38741  -3.73934  1.74675
C  -5.91856  -3.41152  2.01269
C  -5.15276  -3.68800  0.73336
C  -5.64502  -2.96289  -0.51019
N  -7.07375  -3.14944  -0.60410
O  -7.59520  -2.60193  -1.79555
C  -5.17222  -1.50536  -0.42681
C  -4.94332  -3.62398  -1.68318
C  -8.19892  -1.53848  0.91571
H  -9.77546  -3.20784  -0.64691
H  -10.00477  -3.49652  1.06680
H  -9.23002  -4.71842  0.03975
H  -8.02216  -3.48910  2.59964
H  -7.40985  -4.82540  1.61028
H  -5.53076  -4.05353  2.80464
H  -5.77395  -2.38670  2.37643
H  -5.12383  -4.77462  0.58063
H  -4.07639  -3.49704  0.85672
H  -4.15702  -1.40570  -0.81376
H  -5.74061  -0.86052  -1.10586
H  -5.27664  -1.06690  0.56664
H  -5.35906  -4.61719  -1.87239
H  -5.12479  -3.08384  -2.61936
H  -3.87042  -3.70236  -1.51627
H  -7.35363  -1.08354  1.43752
H  -9.04921  -1.39374  1.58952
H  -8.43260  -0.94985  0.02359
H  -8.01219  -3.34055  -2.24996

Atomic forces in eV per Å
C 0.552 -0.253 -0.670
C -0.093 -0.561 0.926
C -0.201 0.552 -0.065
O 0.120 -0.204 0.165
C 0.738 0.323 -0.137
O -0.436 -0.215 0.036
O 0.069 0.299 -0.277
H -0.113 0.095 0.218
H -0.203 0.290 0.170
H 0.020 0.025 0.125
H -0.257 0.012 -0.380
H -0.165 -0.239 -0.048
H 0.023 -0.011 0.010
C -0.485 -0.809 0.027
C -0.636 0.777 -0.241
C 0.286 -0.317 -0.168
O 0.009 -0.124 -0.214
C 0.174 0.094 -0.058
O -0.088 0.003 0.159
O 0.391 -0.068 -0.216
H 0.151 -0.008 0.123
H 0.228 0.481 0.144
H 0.000 0.173 -0.136
H 0.075 -0.483 0.396
H -0.027 -0.044 -0.031
H -0.008 0.264 0.241
C 0.333 -0.221 -0.017
C -0.049 0.692 0.446
C 0.973 -0.590 -0.265
O 0.102 0.129 0.082
C 0.038 -0.044 0.233
O -0.127 0.014 -0.128
O 0.068 -0.389 -0.291
H -0.079 0.154 -0.038
H -0.172 0.030 0.054
H -0.057 -0.085 0.109
H -0.130 0.086 -0.214
H -0.395 0.244 -0.038
H -0.484 0.007 -0.020
C -0.571 0.091 -0.281
C 0.836 0.562 0.513
C 0.262 -0.527 -0.367
O 0.038 0.136 0.004
C -0.161 0.853 -0.208
O -0.084 -0.705 0.192
O -0.131 -0.162 -0.035
H -0.028 -0.098 -0.018
H 0.338 0.121 0.382
H 0.032 -0.134 -0.051
H -0.276 -0.493 -0.257
H -0.155 0.051 0.165
H -0.116 0.236 0.031
C -0.485 0.335 0.702
C -0.687 0.583 0.201
C 1.840 -0.444 -0.680
O 0.099 -0.093 -0.004
C -0.035 0.613 0.407
O -0.217 -0.206 -0.095
O 0.451 -0.392 -0.269
H 0.146 -0.292 -0.080
H 0.086 0.084 -0.212
H 0.015 0.041 -0.064
H -0.220 -0.161 -0.156
H -0.478 0.257 -0.500
H -0.438 -0.435 0.591
C -0.351 -0.420 0.428
C 0.076 0.547 -0.539
C 0.647 -0.488 0.358
C -0.537 -0.065 -0.817
C 0.447 0.412 0.391
C -0.123 -0.306 0.467
N 0.620 0.166 -0.172
O 0.230 0.058 -0.072
C 0.741 -0.359 -0.221
C -0.488 0.158 -0.020
C -2.153 -0.378 -0.351
H -0.042 -0.001 -0.218
H -0.129 0.003 -0.009
H 0.184 0.122 -0.051
H -0.174 -0.119 -0.146
H 0.113 0.208 0.289
H 0.011 0.053 -0.068
H -0.025 -0.007 0.453
H -0.032 -0.220 -0.022
H -0.021 0.104 -0.116
H -0.265 0.022 -0.186
H -0.429 0.093 0.197
H -0.125 0.101 0.053
H 0.127 -0.015 -0.118
H 0.197 0.073 -0.019
H 0.078 -0.005 0.082
H 0.066 0.125 -0.025
H 0.811 0.268 -0.007
H 0.540 -0.095 0.185
H -0.235 0.117 0.315
C -0.606 0.516 0.221
C 1.069 -0.213 -0.640
C 0.505 0.135 0.745
C 0.104 -0.346 0.731
C 0.448 -0.146 -0.338
C -0.238 0.294 0.132
N -0.067 1.126 -0.583
O 0.283 -0.488 0.133
C 0.651 0.107 -0.271
C -0.169 -0.534 -0.277
C -0.432 -0.530 0.691
H -0.063 -0.024 0.203
H 0.373 -0.289 -0.031
H -0.014 -0.271 -0.267
H -0.133 -0.337 -0.492
H -0.405 0.020 0.058
H -0.019 0.337 -0.272
H -0.020 -0.052 -0.193
H 0.106 0.060 0.039
H -0.509 0.073 -0.090
H -0.072 -0.054 0.153
H -0.417 -0.241 -0.063
H -0.182 0.019 0.218
H -0.172 0.277 -0.134
H 0.213 0.177 0.407
H -0.165 -0.170 0.299
H 0.085 0.079 -0.129
H -0.030 0.177 -0.024
H -0.016 0.201 -0.224
H -0.147 0.108 0.061
C -0.843 -0.006 0.659
C 0.311 0.048 -1.442
C 0.599 0.160 0.015
C 0.069 -0.116 1.161
C 0.295 0.006 -1.071
C 0.678 0.135 -1.122
N -0.188 -0.329 1.815
O 0.319 -0.048 -0.294
C -0.302 -0.103 -0.296
C -0.891 0.870 1.011
C 0.063 0.842 0.111
H 0.119 -0.084 -0.190
H 0.172 -0.081 0.028
H 0.135 0.145 -0.232
H -0.139 0.088 -0.029
H -0.336 -0.186 0.000
H 0.078 0.021 -0.257
H -0.371 0.089 -0.097
H -0.143 0.032 0.071
H -0.126 -0.322 0.319
H -0.004 0.153 -0.171
H 0.005 -0.062 0.126
H 0.149 -0.118 0.270
H 0.299 -0.530 -0.046
H 0.109 -0.089 -0.313
H 0.141 -0.073 0.009
H -0.098 -0.071 -0.014
H 0.147 -0.212 0.107
H -0.083 -0.257 0.019
H -0.203 0.038 -0.045
C -0.149 1.010 -1.167
C 0.117 -0.976 0.523
C 0.155 -0.479 -0.703
C -0.371 0.115 -0.154
C 1.251 -0.156 0.283
C -0.642 -0.076 0.137
N 1.250 0.395 0.855
O -0.402 -0.239 -0.366
C 0.396 0.210 -1.024
C -0.318 0.463 -0.801
C -0.784 0.386 -0.088
H 0.079 -0.379 0.552
H -0.087 0.083 0.323
H 0.020 -0.184 0.048
H -0.081 0.058 0.067
H 0.095 0.377 0.393
H 0.020 0.046 0.072
H -0.018 -0.145 -0.127
H -0.559 -0.149 -0.081
H -0.296 0.400 -0.002
H -0.226 -0.012 0.128
H -0.142 -0.108 0.334
H 0.054 -0.089 0.219
H 0.097 0.091 0.195
H 0.143 -0.361 0.245
H 0.124 -0.187 0.082
H 0.058 -0.182 0.004
H 0.183 0.041 0.021
H 0.078 -0.059 -0.090
H -0.015 0.012 0.056
C -0.292 0.731 -0.168
C 0.911 -0.286 -0.157
C -0.025 -0.579 0.173
C -0.122 0.116 0.220
C -0.580 -0.535 -1.195
C 0.525 0.610 -0.713
N -0.708 -0.708 -0.112
O 0.464 0.364 -0.406
C 0.384 0.158 0.524
C -0.359 -0.225 0.831
C 0.161 1.086 0.641
H 0.087 -0.271 0.103
H 0.061 -0.112 0.038
H -0.067 -0.225 0.095
H 0.103 0.258 0.041
H -0.179 0.237 -0.175
H 0.049 -0.155 -0.021
H 0.006 0.000 -0.025
H 0.235 -0.209 0.403
H 0.247 0.552 0.525
H -0.163 0.090 0.181
H -0.355 0.164 -0.154
H -0.070 -0.332 -0.314
H 0.003 0.092 -0.116
H 0.183 0.022 -0.115
H -0.029 0.038 -0.253
H -0.081 -0.415 0.078
H -0.060 -0.291 -0.371
H -0.127 -0.176 -0.066
H -0.135 -0.004 0.317
C -0.365 -0.101 -0.891
C -0.450 0.573 1.115
C 0.655 -0.072 0.141
C -0.151 0.215 0.001
C 0.896 -0.785 0.541
C 0.815 0.251 0.462
N -0.068 -1.577 -0.406
O -0.078 0.661 0.132
C -0.442 0.784 -0.702
C -0.680 -0.115 -0.918
C -0.243 0.636 -0.055
H 0.014 0.106 0.130
H 0.108 -0.013 0.128
H 0.172 0.008 0.136
H 0.007 -0.058 0.022
H -0.319 0.049 -0.186
H -0.061 -0.058 0.005
H -0.088 0.004 -0.185
H -0.516 0.069 -0.207
H -0.158 0.455 -0.020
H 0.268 -0.190 0.494
H -0.277 -0.163 0.035
H 0.245 -0.086 0.029
H 0.169 -0.077 0.254
H 0.131 0.153 0.207
H 0.006 0.007 0.097
H 0.119 -0.090 -0.250
H -0.032 -0.353 -0.022
H 0.184 -0.018 0.019
H 0.146 -0.119 0.021